(1)
{
  "formula": "C11H16N3",
  "method": "ωB97M-V with the def2-TZVPD basis set",
  "s_squared": 2.016,
  "charge": 1,
  "de_lowest_kj_mol": 136.90,
  "homo_lumo_gap_ev": [6.88, 6.83],
  "spin_multiplicity": 3,
  "e_homo_ev": [-9.947, -11.862],
  "symbols": ["H", "H", "N", "C", "H", "H", "C", "H", "H", "H", "H", "H", "N", "C", "C", "C", "H", "H", "C", "H", "H", "C", "H", "C", "H", "N", "C", "C", "C", "H"],
  "positions_angstrom": [[-0.37523, -1.63410, -1.22436], [1.96154, -1.63274, 0.65452], [-1.08212, -1.95559, 0.60685], [1.37053, -0.09049, -0.52626], [3.93872, 0.85420, -2.32400], [-1.88209, -1.69543, 1.15844], [0.35369, -1.77319, 2.67679], [-2.24162, 0.37270, -1.51110], [-2.01537, 1.66234, 1.51722], [2.65628, 3.03556, -2.45713], [-0.59820, -1.53497, 3.17959], [-2.38486, 2.49721, 0.16171], [1.16401, -0.98362, 0.42326], [0.42025, 0.99700, -0.72636], [0.88382, 2.16943, -1.37704], [0.12746, -1.24170, 1.29626], [0.21446, 2.98344, -1.70781], [-2.04513, -2.08984, -1.20318], [2.88678, 0.93640, -1.95789], [-0.75960, 2.94654, 0.66691], [-2.75590, -0.10291, 0.04942], [-0.85619, 0.90068, -0.10861], [-0.84693, -3.01957, 0.70317], [-1.34269, -1.47307, -0.75785], [0.62319, -2.88883, 2.62043], [2.49823, -0.04429, -1.18623], [-1.85530, -0.07960, -0.55779], [2.14093, 2.12170, -1.94848], [-1.46223, 2.06629, 0.65015], [1.26360, -1.30354, 3.20936]],
  "forces_ev_per_angstrom": [[-0.201, 0.575, -0.718], [-0.512, 1.276, -0.738], [1.721, -1.684, 1.613], [-0.854, 5.687, -3.457], [-1.225, 0.182, -0.161], [-0.582, -0.525, 0.609], [1.348, -0.233, -0.269], [0.187, -0.736, 0.292], [1.082, 0.530, 0.615], [-1.428, -1.658, 0.886], [0.614, -0.646, 0.538], [0.767, -0.378, -0.380], [0.936, -4.897, 3.743], [1.279, -0.236, 0.237], [-0.432, -1.201, -0.791], [0.187, -0.086, -0.781], [0.307, -0.360, 0.950], [-1.391, -1.303, -0.861], [0.456, 1.759, 0.874], [-0.707, -1.107, 1.051], [-0.110, -0.066, 0.462], [-1.529, 2.199, 0.789], [-0.964, 2.085, -0.385], [1.394, 0.354, 0.602], [-0.764, 1.177, 0.358], [0.536, -3.015, 1.087], [-0.188, 0.599, -1.749], [2.368, 1.606, -1.899], [-0.587, 0.488, -1.569], [-1.708, -0.388, -0.947]],
  "lowdin_spin": [0.001, 0.019, 0.065, 0.051, 0.003, 0.004, 0.067, 0.032, 0.021, 0.001, 0.012, 0.030, 0.139, 0.048, 0.065, 0.613, 0.002, 0.000, 0.059, 0.000, 0.005, 0.531, 0.019, 0.007, 0.029, 0.018, 0.079, 0.007, 0.072, 0.001]
}


(2)
{
  "formula": "C5H6O",
  "method": "ωB97M-V with the def2-TZVPD basis set",
  "de_lowest_kj_mol": 156.16,
  "smiles": "C#CCC(C)=O",
  "homo_lumo_gap_ev": 10.56,
  "e_homo_ev": -9.669,
  "symbols": ["H", "H", "H", "C", "O", "H", "H", "C", "C", "C", "C", "H"],
  "positions_angstrom": [[-1.02371, 1.64917, 0.49772], [0.66288, 0.10292, -1.51824], [-2.57639, 0.85895, 0.12694], [-0.87111, -0.41421, -0.04353], [-1.38342, -1.32906, 0.55633], [-1.45098, 1.33398, -1.18731], [0.57605, -1.61408, -1.06607], [-1.52875, 0.93968, -0.16896], [2.39091, -0.30050, 1.19326], [0.51730, -0.59038, -0.68202], [1.56049, -0.40658, 0.32899], [3.12671, -0.22990, 1.96289]],
  "forces_ev_per_angstrom": [[-0.003, -0.109, -0.099], [-0.017, -0.069, 0.175], [0.158, 0.035, -0.023], [-0.148, -0.183, 0.195], [0.172, 0.318, -0.301], [0.010, -0.086, 0.135], [-0.041, 0.124, 0.040], [-0.081, 0.006, 0.018], [-0.335, -0.033, -0.336], [0.042, -0.072, -0.049], [0.347, 0.039, 0.377], [-0.105, 0.030, -0.132]],
  "mulliken_charge": [0.283, 0.283, 0.314, 0.637, -0.522, 0.326, 0.278, -1.059, 0.135, -0.541, -0.534, 0.401]
}


(3)
{
  "formula": "C51H57FeGeN4OP2Te",
  "method": "ωB97M-V with the def2-TZVPD basis set",
  "s_squared": 8.774,
  "charge": 2,
  "de_lowest_kj_mol": 0.00,
  "homo_lumo_gap_ev": [7.64, 6.18],
  "spin_multiplicity": 6,
  "e_homo_ev": [-12.363, -12.618],
  "symbols": ["H", "C", "H", "H", "N", "H", "H", "H", "C", "H", "C", "H", "C", "C", "C", "H", "C", "H", "H", "N", "C", "C", "H", "C", "H", "C", "H", "C", "H", "C", "H", "H", "H", "C", "P", "H", "H", "H", "Te", "H", "C", "Fe", "C", "H", "H", "H", "C", "C", "C", "C", "C", "C", "H", "H", "H", "N", "H", "H", "H", "O", "C", "C", "H", "C", "C", "P", "H", "C", "H", "C", "C", "C", "H", "C", "H", "H", "H", "C", "C", "C", "C", "C", "C", "H", "H", "C", "H", "N", "C", "C", "C", "C", "H", "C", "C", "C", "C", "H", "H", "C", "H", "H", "H", "H", "C", "C", "H", "Ge", "H", "H", "H", "H", "C", "H", "C", "H", "H", "H"],
  "positions_angstrom": [[0.75887, 2.50307, 1.08594], [-5.66884, 3.06775, 3.12267], [0.14517, -4.01434, 0.44576], [1.36407, -5.70921, -1.22283], [1.44829, 1.85117, 0.72521], [4.54734, 5.22735, 0.47029], [-0.16904, -5.17373, 2.58604], [0.81690, 1.45204, -5.27314], [2.90530, 2.15521, -1.25781], [1.80475, -0.37757, 5.67770], [2.19074, -3.05647, -1.52331], [6.38898, -1.27545, -1.91530], [1.77535, 1.75145, -3.37730], [2.97196, -4.28399, -1.03745], [2.40147, -5.66382, -3.11348], [-8.14894, 1.16252, 4.01956], [-3.92300, 4.29269, -0.85874], [2.96503, -4.32433, 0.05766], [5.31061, -2.64511, -1.72207], [1.39734, -0.10791, 4.80008], [-1.65826, 4.98390, -0.42373], [4.56523, -0.78759, -0.89549], [3.12113, -1.94989, 2.80804], [5.48229, -2.28370, -4.38762], [5.34003, -3.33177, -4.11056], [-2.14481, 1.00294, 3.55570], [-0.99329, -3.92276, 4.55846], [-5.44331, 0.97786, 2.00884], [-3.52495, 0.86219, -5.36845], [-0.41505, -4.12256, 2.50460], [-4.97155, 4.53625, -0.98914], [-0.48639, -1.62877, 0.21065], [2.42463, -1.46928, 0.80218], [2.08370, 1.24480, -2.11166], [-1.61514, 0.89931, -0.80278], [-5.32685, 4.07875, 3.32971], [2.29693, -2.94630, -2.60359], [-4.07516, 2.62687, 1.75017], [-4.52770, -0.33113, 0.61604], [5.03762, -0.90478, 0.08320], [-3.15645, 0.32339, 4.23812], [0.52050, -0.11042, 0.30970], [-1.23293, 3.66746, -0.56085], [1.12324, -3.21685, -1.33292], [4.37233, 2.46809, -2.79339], [-0.17564, -0.73195, -4.60019], [-0.59154, -2.12860, 1.18839], [-4.96672, 2.25770, 2.23812], [-3.45035, -1.79424, -3.26627], [-1.11781, -1.41199, 2.27735], [4.62100, 3.87530, -1.20607], [0.71817, -0.67241, -2.66091], [3.12884, -1.93846, 4.52958], [-3.74041, -2.83641, -3.22020], [2.17637, 2.71726, -3.65774], [2.76956, -1.57199, 3.66597], [-4.15220, -1.52877, -5.27575], [0.28994, -1.63378, -2.40417], [-3.52270, -0.62633, 3.87142], [1.39531, -0.14476, 2.54433], [1.55803, -0.01630, -1.73733], [-1.21489, -2.07185, 3.49774], [5.07126, -2.14023, -5.38876], [4.80908, -1.36071, -3.37366], [-3.70586, 0.87521, 5.38444], [-1.37612, 0.41382, 2.02337], [-7.02000, -0.42866, 2.48321], [2.49628, 2.56509, 0.00983], [-2.64524, -1.77719, -1.27979], [-3.00378, 5.29348, -0.55675], [4.12458, 4.34565, 0.00414], [-3.50470, 2.97681, -0.98654], [2.14905, -6.67037, -3.44688], [-0.25246, -3.46920, 1.29505], [4.96651, -0.31609, -3.66338], [-3.33681, 6.31951, -0.45046], [-3.71391, 2.54055, 6.73915], [-2.73816, 0.89275, -3.37261], [1.84395, -0.59242, 3.62413], [-2.27557, 2.80028, 5.16909], [-3.27009, 2.11124, 5.84980], [4.00219, 2.81025, -1.83164], [3.07682, 3.67745, 0.61152], [1.87676, 1.45028, 1.56005], [-0.93928, 5.76879, -0.22124], [5.33949, -1.57748, -1.95613], [4.01532, -4.20408, -1.35289], [-6.78019, 2.67900, 3.75121], [-0.88347, -3.42040, 3.60497], [-2.84997, -1.18907, -2.17033], [0.99252, 1.04811, -4.28296], [-1.70907, 2.24266, 4.03081], [1.67479, -4.98146, -3.56075], [-3.69039, -1.05510, -4.41787], [2.39109, -5.58826, -1.58634], [-6.60332, 0.56069, 2.64345], [0.44287, -0.16779, -3.91313], [5.46935, 4.36188, -1.67226], [4.58940, 0.27614, -1.12706], [-2.57654, 0.36950, 0.66057], [2.68945, 4.02829, 1.56371], [2.97103, -6.42146, -1.18517], [-4.48686, 0.34237, 5.91390], [6.55629, -2.09087, -4.43359], [-2.50046, 0.16046, -2.21113], [-7.23694, 1.45028, 3.50527], [-0.17284, 3.43784, -0.50924], [2.69667, -1.34562, -0.71586], [-2.45860, 1.93947, -3.41556], [3.39177, -5.41642, -3.50814], [-0.92782, 2.77891, 3.49790], [-4.22312, 2.20361, -1.22355], [-2.15559, 2.65462, -0.82407], [-1.54798, -1.54272, 4.37684], [-3.33802, 0.28753, -4.46811], [3.72647, -1.53741, -3.38954], [0.70385, 0.62035, 4.80152], [-1.94678, 3.77042, 5.52245]],
  "forces_ev_per_angstrom": [[-0.126, 0.008, -0.083], [-0.184, -0.159, 0.055], [-0.059, 0.093, 0.014], [0.032, -0.038, 0.026], [0.418, -0.121, 0.025], [0.031, -0.098, -0.007], [-0.007, 0.044, 0.016], [-0.008, 0.007, 0.065], [-0.203, 0.011, -0.060], [-0.020, -0.013, 0.034], [0.164, -0.191, 0.088], [0.017, -0.055, -0.008], [0.002, -0.047, 0.030], [-0.176, 0.084, -0.002], [-0.013, 0.008, 0.100], [0.067, 0.013, -0.035], [-0.004, -0.037, 0.016], [0.063, 0.011, 0.000], [0.087, 0.054, -0.015], [0.116, -0.072, 0.009], [0.018, 0.010, 0.029], [0.165, -0.159, 0.039], [0.008, -0.005, -0.129], [-0.063, 0.100, 0.020], [0.017, 0.041, -0.030], [0.209, 0.162, -0.012], [-0.002, 0.028, -0.028], [0.144, -0.153, 0.003], [0.003, -0.025, 0.083], [-0.026, -0.058, 0.122], [0.083, -0.009, 0.008], [-0.626, -0.781, -0.286], [-0.474, 0.269, 0.029], [-0.055, 0.089, 0.126], [-1.320, -0.132, 0.246], [-0.023, -0.091, -0.007], [-0.038, -0.012, 0.024], [0.035, 0.037, -0.030], [0.182, 0.292, -0.039], [-0.043, 0.012, -0.004], [0.014, 0.093, -0.005], [0.726, 2.084, 0.545], [0.008, -0.032, -0.074], [0.018, 0.007, -0.021], [-0.076, 0.054, 0.050], [-0.046, 0.056, 0.044], [-0.242, 0.013, 0.463], [-0.007, 0.105, 0.067], [0.010, 0.032, 0.035], [0.135, 0.127, -0.117], [0.036, 0.072, 0.007], [0.115, -0.138, 0.159], [-0.016, -0.005, 0.004], [0.042, 0.018, 0.001], [-0.056, -0.005, -0.001], [-0.117, 0.130, 0.133], [-0.001, 0.044, 0.047], [0.034, -0.007, -0.024], [-0.035, -0.008, -0.019], [0.398, -0.071, 0.339], [0.137, -0.280, -0.157], [0.023, -0.141, -0.046], [0.050, -0.020, 0.057], [0.133, -0.137, 0.020], [-0.059, -0.036, 0.005], [-0.868, -0.787, -0.131], [0.026, 0.073, 0.048], [-0.108, -0.048, -0.032], [-0.026, -0.032, 0.000], [-0.030, -0.001, -0.063], [-0.014, 0.001, 0.000], [0.075, 0.093, 0.015], [0.015, 0.041, -0.024], [0.159, 0.010, -0.288], [-0.075, -0.008, 0.027], [0.020, -0.074, -0.001], [0.009, -0.019, -0.028], [-0.016, 0.027, 0.049], [-0.139, -0.004, -0.186], [-0.022, 0.020, 0.033], [0.000, -0.003, -0.057], [0.076, -0.071, -0.065], [0.013, -0.008, 0.062], [-0.038, 0.094, 0.124], [-0.019, -0.045, -0.026], [-0.174, 0.094, -0.099], [-0.024, -0.016, 0.080], [0.096, -0.073, -0.072], [0.004, 0.095, -0.025], [0.084, -0.051, -0.059], [0.090, 0.036, 0.054], [0.044, -0.031, -0.024], [0.061, -0.012, -0.002], [-0.012, -0.020, 0.001], [0.053, 0.014, -0.127], [-0.061, -0.091, 0.036], [-0.134, 0.019, -0.160], [-0.065, -0.041, 0.010], [-0.004, 0.020, 0.029], [-0.071, -0.008, 0.052], [0.054, -0.069, -0.029], [-0.039, -0.006, 0.044], [0.023, 0.041, -0.036], [-0.046, -0.038, -0.004], [0.258, 0.002, -0.085], [0.167, 0.214, -0.038], [-0.087, 0.021, -0.009], [0.868, -0.414, -0.764], [-0.035, -0.036, -0.041], [-0.064, -0.033, 0.002], [-0.067, -0.014, 0.023], [-0.058, -0.037, 0.035], [0.446, 0.035, -0.011], [-0.027, 0.017, 0.037], [0.046, 0.002, -0.066], [0.020, 0.092, -0.052], [-0.006, 0.016, -0.087], [0.004, -0.063, -0.018]],
  "lowdin_spin": [0.001, 0.000, 0.000, 0.000, 0.037, 0.000, 0.000, 0.001, 0.001, 0.000, 0.001, 0.000, 0.000, 0.000, 0.000, 0.000, 0.000, 0.000, 0.000, 0.001, 0.000, 0.002, 0.001, 0.000, 0.000, 0.024, 0.001, 0.031, 0.000, 0.003, 0.000, 0.008, 0.018, 0.021, 0.094, 0.000, 0.000, 0.002, 0.157, 0.000, 0.004, 3.627, 0.012, 0.000, 0.000, 0.000, 0.026, 0.012, 0.000, 0.041, 0.000, 0.022, 0.000, 0.000, 0.000, 0.001, 0.000, 0.001, 0.002, 0.022, 0.007, 0.006, 0.000, 0.000, 0.001, 0.103, 0.001, 0.005, 0.001, 0.010, 0.002, 0.016, 0.000, 0.005, 0.000, 0.001, 0.000, 0.003, 0.003, 0.000, -0.001, 0.001, 0.002, 0.002, 0.000, 0.000, 0.000, 0.007, 0.007, 0.006, 0.021, 0.002, 0.000, 0.004, 0.000, 0.008, -0.001, 0.000, 0.000, 0.526, 0.000, 0.000, 0.000, 0.000, 0.007, -0.001, 0.000, 0.015, 0.000, 0.000, 0.001, 0.002, 0.050, 0.000, 0.001, 0.000, 0.000, 0.000]
}